1.
A 2-piece molecular cluster, C4H5BrCl2 overall. Source: OMol25; level of theory: ωB97M-V/def2-TZVPD.

Geometry (Å):
C1 0.36632 1.67985 -0.96066
C2 -0.59897 2.11201 -0.21904
Cl1 -2.16422 2.82027 -0.58061
Cl2 -0.25781 2.56772 1.62753
H1 0.22704 1.52768 -2.10968
H2 1.31813 1.40058 -0.54238
C3 -1.33850 -1.00416 1.19090
C4 -2.64028 -0.52344 1.22751
Br1 -3.66946 -0.94807 -0.29658
H3 -0.86750 -0.89604 0.19475
H4 -0.74594 -1.33688 2.01867
H5 -3.09744 -0.81152 2.27892

HOMO-LUMO gap	0.3522	Ha
LUMO	0.0110	Eh
SMILES	C=C(Cl)Cl.C=CBr
highest occupied orbital energy	-9.3	eV



2.
C4H5BrCoN as an isolated structure. Source: OMol25; level of theory: ωB97M-V/def2-TZVPD.

Geometry (Å):
Co1 6.03738 -23.76563 -1.27459
Br1 4.98262 -22.87644 0.83774
N1 4.48097 -26.30867 1.98495
C1 3.82421 -27.42601 2.44914
C2 4.78452 -28.38355 2.79554
C3 5.95205 -27.79986 2.59371
C4 5.82727 -26.46302 2.15622
H1 3.92137 -25.53498 1.65577
H2 2.74476 -27.41310 2.41702
H3 4.71959 -29.43631 3.02768
H4 6.93125 -28.22142 2.76652
H5 6.52299 -25.64514 2.04022

HOMO-LUMO gap (spin up / spin down)	0.2992 / 0.1646	Ha
<S²>	3.772
LUMO (spin up / spin down)	-0.1670 / -0.2728	Eh
2S+1	4
total charge	+1
highest occupied orbital energy (spin up / spin down)	-12.7 / -11.9	eV



Energy above the lowest of the compared OMol25 structures with the same formula, charge and spin (kcal/mol)
49.8 9.3
E (eV)
-99313.194 -113378.711